(1)
The following is a DFT calculation (the ωB97M-V functional and the def2-TZVPD basis) of a 2-piece molecular cluster, C4H4O2 overall at a distorted geometry.

Calculated values
HOMO energy ... -9.226 eV
2S+1 ... 1
Net charge ... 0
Gap between HOMO and LUMO ... 8.98 eV

Element x y z (Å)
O (-1.233, -1.289, 0.162)
C (-0.356, -0.239, 0.389)
C (1.063, -0.778, 0.544)
O (1.303, -1.963, 0.457)
C (-0.408, 0.835, -0.543)
C (-0.455, 1.935, -1.051)
H (-0.695, -2.111, 0.112)
H (-0.702, 1.099, 1.123)
H (1.858, -0.029, 0.673)
H (-0.370, 2.588, -1.866)

=====

(2)
The following is a DFT calculation (the ωB97M-V functional and the def2-TZVPD basis) of a 2-piece molecular cluster, C7H17NO overall at a distorted geometry.

Calculated values
HOMO energy ... -9.165 eV
SMILES ... CCN(C)C(C)=O.CC
2S+1 ... 1
Net charge ... 0
Gap between HOMO and LUMO ... 10.02 eV

Element x y z (Å)
C (-0.476, 1.778, -0.770)
C (-0.896, 0.403, -1.278)
N (-0.677, -0.674, -0.300)
C (0.373, -1.620, -0.701)
C (-1.584, -1.192, 0.572)
C (-2.552, -0.252, 1.223)
O (-1.483, -2.346, 0.946)
H (-1.178, 2.572, -0.996)
H (0.545, 2.007, -1.056)
H (-0.433, 1.617, 0.301)
H (-1.983, 0.322, -1.316)
H (-0.648, 0.223, -2.318)
H (0.891, -1.178, -1.547)
H (0.913, -2.084, 0.114)
H (-0.072, -2.495, -1.206)
H (-2.020, 0.614, 1.627)
H (-3.409, -0.044, 0.583)
H (-2.995, -0.594, 2.152)
C (3.778, 1.538, -0.168)
C (2.462, 1.374, 0.654)
H (4.521, 0.920, 0.315)
H (3.428, 1.325, -1.173)
H (4.041, 2.594, -0.205)
H (1.842, 2.264, 0.725)
H (2.481, 1.006, 1.682)
H (1.894, 0.602, 0.135)

=====

(3)
The following is a DFT calculation (the ωB97M-V functional and the def2-TZVPD basis) of a 4-piece molecular cluster, C33H47BN2O22S3 overall at a distorted geometry.

Calculated values
HOMO energy ... -9.146 eV
SMILES ... CCN(CCc1c(B(O)O)c(CC(=O)OC(C)=O)c(CCCN)c2c1C(=O)C=C(CCCC(=O)O)C2=O)C(C)=O.O=S1(=O)OCCO1.O=S1(=O)OCCO1.O=S1(=O)OCCO1
2S+1 ... 1
Net charge ... 0
Gap between HOMO and LUMO ... 8.17 eV

Element x y z (Å)
C (1.408, 1.768, -3.797)
C (0.284, 1.043, -4.505)
N (0.041, -0.335, -3.978)
C (-0.824, -1.021, -4.951)
C (-1.702, -2.145, -4.337)
C (-1.766, -2.096, -2.833)
C (-0.945, -2.909, -2.017)
B (0.010, -3.965, -2.721)
O (-0.465, -4.900, -3.625)
O (1.336, -4.034, -2.445)
C (-0.980, -2.814, -0.612)
C (-0.049, -3.668, 0.219)
C (0.925, -2.875, 1.039)
O (0.989, -2.963, 2.234)
O (1.736, -2.073, 0.326)
C (2.864, -1.627, 1.041)
C (2.799, -0.182, 1.367)
O (3.750, -2.356, 1.284)
C (-1.875, -1.932, 0.032)
C (-1.984, -1.842, 1.537)
C (-2.461, -3.141, 2.250)
C (-3.379, -3.995, 1.401)
N (-4.556, -3.217, 0.930)
C (-2.693, -1.136, -0.791)
C (-2.662, -1.221, -2.193)
C (-3.614, -0.340, -2.949)
O (-3.350, 0.196, -3.996)
C (-4.919, -0.132, -2.287)
C (-4.954, -0.044, -0.960)
C (-6.192, 0.160, -0.131)
C (-7.461, -0.466, -0.715)
C (-7.309, -1.940, -1.148)
C (-7.905, -2.127, -2.505)
O (-7.292, -2.266, -3.527)
O (-9.243, -2.085, -2.468)
C (-3.657, -0.128, -0.238)
O (-3.414, 0.623, 0.676)
C (1.330, -0.951, -3.800)
C (2.125, -1.441, -4.977)
O (1.786, -1.030, -2.695)
H (2.384, 1.543, -4.225)
H (1.482, 1.490, -2.749)
H (1.275, 2.842, -3.827)
H (0.558, 0.950, -5.563)
H (-0.638, 1.615, -4.463)
H (-0.297, -1.417, -5.822)
H (-1.495, -0.266, -5.333)
H (-2.695, -1.992, -4.743)
H (-1.383, -3.109, -4.711)
H (-1.374, -5.147, -3.430)
H (1.724, -4.781, -2.917)
H (-0.575, -4.302, 0.918)
H (0.561, -4.317, -0.400)
H (2.755, 0.346, 0.417)
H (1.848, -0.006, 1.865)
H (3.654, 0.095, 1.960)
H (-1.049, -1.503, 1.969)
H (-2.708, -1.093, 1.799)
H (-1.603, -3.692, 2.624)
H (-3.024, -2.807, 3.117)
H (-3.765, -4.789, 2.037)
H (-2.844, -4.463, 0.578)
H (-5.370, -3.810, 1.043)
H (-4.462, -3.116, -0.074)
H (-5.809, -0.058, -2.892)
H (-5.997, -0.338, 0.818)
H (-6.347, 1.217, 0.065)
H (-7.872, 0.132, -1.525)
H (-8.202, -0.443, 0.079)
H (-7.873, -2.596, -0.489)
H (-6.288, -2.290, -1.154)
H (-9.567, -2.117, -3.379)
H (1.590, -2.249, -5.475)
H (2.247, -0.663, -5.728)
H (3.085, -1.827, -4.667)
O (6.023, 3.296, 4.528)
S (5.154, 2.186, 4.355)
O (3.944, 2.287, 3.627)
O (4.847, 1.564, 5.792)
C (5.233, 0.179, 5.828)
C (6.378, 0.083, 4.843)
O (5.993, 0.959, 3.772)
H (4.380, -0.424, 5.512)
H (5.522, -0.098, 6.837)
H (6.527, -0.924, 4.464)
H (7.311, 0.454, 5.272)
O (-0.926, 5.853, -1.208)
S (-0.430, 4.548, -1.446)
O (0.538, 4.285, -2.448)
O (-1.672, 3.562, -1.657)
C (-1.621, 2.479, -0.713)
C (-0.918, 3.069, 0.491)
O (0.096, 3.916, -0.073)
H (-1.047, 1.660, -1.155)
H (-2.627, 2.135, -0.486)
H (-0.461, 2.314, 1.124)
H (-1.591, 3.688, 1.088)
O (10.590, 6.811, 6.776)
S (9.214, 7.154, 6.765)
O (8.674, 8.076, 7.695)
O (8.361, 5.802, 6.793)
C (7.482, 5.739, 5.656)
C (8.200, 6.528, 4.584)
O (8.798, 7.625, 5.292)
H (6.533, 6.207, 5.927)
H (7.308, 4.710, 5.369)
H (7.530, 6.901, 3.816)
H (8.997, 5.943, 4.121)

=====

(4)
The following is a DFT calculation (the ωB97M-V functional and the def2-TZVPD basis) of a 2-piece molecular cluster, C7H16O2 overall at a distorted geometry.

Calculated values
HOMO energy ... -9.361 eV
SMILES ... CC(C)(C)C(O)O.C=C
2S+1 ... 1
Net charge ... 0
Gap between HOMO and LUMO ... 10.19 eV

Element x y z (Å)
C (-1.429, -1.096, -0.387)
C (-0.278, -0.485, -1.191)
C (-0.806, 0.062, -2.524)
C (0.799, -1.540, -1.463)
C (0.373, 0.673, -0.379)
O (0.906, 0.239, 0.808)
O (-0.564, 1.715, -0.081)
H (-2.153, -0.329, -0.111)
H (-1.946, -1.849, -0.982)
H (-1.056, -1.570, 0.521)
H (-1.136, -0.759, -3.161)
H (-0.025, 0.601, -3.066)
H (-1.658, 0.727, -2.377)
H (0.369, -2.397, -1.983)
H (1.601, -1.129, -2.077)
H (1.234, -1.886, -0.527)
H (1.196, 1.094, -0.984)
H (0.201, 0.162, 1.729)
H (-0.830, 2.143, -0.901)
C (1.359, 1.300, 2.900)
C (0.333, 0.522, 3.352)
H (1.171, 2.267, 2.459)
H (2.376, 0.940, 2.873)
H (0.554, -0.393, 3.885)
H (-0.591, 0.989, 3.667)